A gas-phase ion, C3H8N3S2 (charge +1) at a distorted geometry. Source: the Open Molecules 2025 dataset; level of theory: ωB97M-V/def2-TZVPD.

Last column: Löwdin charge in e.
Element x y z (Å)
C 1.81121 -0.30802 0.19268  -1.046
C -0.26409 1.79916 0.22806  -0.402
C -1.22261 -1.37084 0.79824  -0.105
N 0.75975 -0.87700 -0.34075  -0.160
N -0.58698 -0.61454 -0.21014  -0.229
N 0.13440 1.93369 -1.05070  0.120
S 3.36950 -0.54440 0.09896  0.809
S 0.79482 1.03065 1.32860  0.987
H -1.06767 2.43783 0.69453  0.132
H -0.42859 -1.35194 1.60091  0.089
H -2.23385 -0.87959 1.16762  0.142
H -1.42532 -2.37411 0.56845  0.064
H 1.05479 -1.76286 -0.82929  0.188
H 0.86722 1.35264 -1.27441  0.056
H -0.54373 2.24416 -1.77346  0.163
H -1.01883 -0.71484 -1.19930  0.192

## Properties
LUMO energy, eV: -4.852
Spin multiplicity: 1
E_HOMO, eV: -13.2
Net charge: +1
Largest force on an atom, eV Å⁻¹: 4.83